ORCA calculation (wB97M-V/def2-TZVPD) on C13H18AsNO5Tb as an isolated structure at a distorted geometry.

Kohn-Sham gap (alpha / beta) ... 7.96 / 9.18 eV
Relative energy (zero: lowest compared OMol25 entry of this formula, charge and spin) ... 197.2 kJ/mol
Charge ... +1
HOMO (alpha / beta) ... -13.2 / -13.2 eV
Multiplicity ... 7

Last column: Mulliken charge in e.
Positions of all 39 atoms, in Å:
Tb (8.08, 9.93, 7.13)  1.15
O (5.63, 15.21, 5.05)  -0.51
C (6.06, 13.98, 5.46)  1.02
C (6.07, 12.89, 4.61)  -0.86
C (6.58, 11.68, 5.16)  0.64
N (6.76, 11.57, 6.46)  -0.21
C (6.78, 12.63, 7.28)  0.38
C (6.36, 13.86, 6.86)  -0.75
C (7.50, 12.48, 8.56)  0.45
O (7.20, 13.15, 9.52)  -0.53
O (8.47, 11.51, 8.55)  -0.74
C (7.20, 10.65, 4.30)  0.20
O (6.69, 10.47, 3.19)  -0.59
O (8.12, 9.95, 4.97)  -0.73
H (5.35, 15.29, 4.11)  0.34
H (5.90, 12.93, 3.51)  0.42
H (6.24, 14.73, 7.48)  0.59
C (4.80, 9.08, 8.62)  -1.01
C (5.00, 7.58, 8.40)  -0.74
As (6.76, 7.17, 7.47)  0.29
C (6.22, 7.03, 5.57)  -0.57
C (5.37, 8.22, 5.06)  -0.70
C (6.90, 5.19, 7.93)  -0.73
C (5.66, 4.34, 7.74)  -0.95
H (4.52, 9.65, 7.78)  0.35
H (5.76, 9.57, 9.07)  0.11
H (4.02, 9.25, 9.36)  0.42
H (4.13, 7.08, 7.94)  0.44
H (5.11, 7.10, 9.37)  0.52
H (5.69, 6.11, 5.39)  0.48
H (7.19, 7.06, 5.02)  0.34
H (4.37, 7.88, 4.96)  0.43
H (5.66, 8.67, 4.11)  0.28
H (5.35, 9.04, 5.86)  -0.10
H (7.19, 5.36, 8.96)  0.47
H (7.73, 4.83, 7.33)  0.48
H (4.80, 4.92, 8.12)  0.24
H (5.77, 3.43, 8.36)  0.35
H (5.45, 3.99, 6.74)  0.31